Record 1
# C26H22BeIN2O3S

C26H22BeIN2O3S as an isolated structure (ωB97M-V/def2-TZVPD, OMol25).

Last column: natural (NBO) charge in e.
Atoms and positions in Å:
Be1 0.070 -1.319 -1.621  1.62
C1 -3.786 -1.618 -3.429  -0.65
C2 -3.644 -1.678 -1.939  0.19
N1 -4.715 -1.660 -1.184  -0.37
C3 -4.598 -1.714 0.164  0.00
C4 -3.401 -1.812 0.812  -0.03
C5 -3.323 -1.880 2.312  -0.10
O1 -2.413 -0.898 2.827  -0.74
C6 -2.226 -1.822 0.023  -0.23
C7 -0.941 -2.024 0.633  0.24
N2 0.173 -1.854 0.000  -0.76
C8 1.422 -2.142 0.608  0.17
C9 1.648 -2.070 1.978  -0.24
C10 2.903 -2.349 2.492  -0.18
C11 3.952 -2.697 1.650  -0.19
C12 3.750 -2.754 0.278  -0.22
C13 2.492 -2.468 -0.219  -0.18
I1 2.157 -2.508 -2.285  0.24
C14 -2.336 -1.736 -1.372  0.37
O2 -1.295 -1.738 -2.174  -0.93
H1 -4.832 -1.475 -3.684  0.24
H2 -3.424 -2.540 -3.888  0.23
H3 -3.187 -0.806 -3.844  0.23
H4 -5.527 -1.684 0.720  0.20
H5 -2.966 -2.859 2.642  0.19
H6 -4.320 -1.750 2.732  0.20
H7 -2.916 -0.219 3.283  0.49
H8 -0.913 -2.380 1.658  0.21
H9 0.850 -1.759 2.642  0.23
H10 3.065 -2.283 3.559  0.23
H11 4.929 -2.920 2.056  0.24
H12 4.560 -3.015 -0.388  0.24
O3 0.431 0.271 -1.748  -1.11
S1 -0.065 1.250 -0.663  1.26
C15 0.086 2.826 -1.436  -0.20
C16 -0.826 3.796 -1.051  -0.22
C17 -0.708 5.070 -1.591  -0.18
C18 0.299 5.341 -2.505  -0.17
C19 1.193 4.346 -2.893  -0.19
C20 1.097 3.075 -2.355  -0.22
C21 1.245 1.265 0.536  -0.20
C22 2.546 0.971 0.156  -0.24
C23 3.534 0.975 1.128  -0.18
C24 3.214 1.273 2.448  -0.18
C25 1.904 1.559 2.809  -0.20
C26 0.902 1.547 1.849  -0.22
H13 -1.622 3.560 -0.355  0.23
H14 -1.411 5.842 -1.309  0.23
H15 0.385 6.332 -2.929  0.23
H16 1.965 4.564 -3.618  0.23
H17 1.772 2.286 -2.658  0.24
H18 2.778 0.736 -0.876  0.24
H19 4.556 0.744 0.855  0.23
H20 3.991 1.277 3.201  0.23
H21 1.659 1.784 3.839  0.23
H22 -0.130 1.739 2.120  0.23

Cartesian forces (eV/Å) of the 2 atoms listed first:
Be -0.47 0.40 0.24
C -0.03 0.00 0.05

spin multiplicity	1
total charge	+1
LUMO level	-3.3697	eV
Kohn-Sham gap	7.591	eV


Record 2
# C26H22Br2CdNOP2S3

C26H22Br2CdNOP2S3 as an isolated structure at a distorted geometry (ωB97M-V/def2-TZVPD, OMol25).

Last column: natural (NBO) charge in e.
Atoms and positions in Å:
Cd1 -0.207 -0.047 0.126  1.57
S1 0.059 -0.119 3.127  -0.73
P1 0.583 1.630 2.338  1.35
C1 0.139 2.021 0.705  -1.72
P2 -1.478 2.591 0.421  1.34
S2 -2.510 1.527 -0.886  -0.71
C2 -1.173 4.256 -0.284  -0.29
C3 -1.740 4.679 -1.478  -0.21
C4 -1.368 5.896 -2.025  -0.23
C5 -0.432 6.692 -1.388  -0.22
C6 0.137 6.272 -0.195  -0.22
C7 -0.225 5.056 0.346  -0.22
C8 -2.615 2.937 1.812  -0.30
C9 -2.866 4.212 2.299  -0.22
C10 -3.785 4.386 3.318  -0.22
C11 -4.450 3.298 3.856  -0.22
C12 -4.194 2.024 3.374  -0.21
C13 -3.278 1.843 2.358  -0.21
C14 0.232 2.935 3.568  -0.42
C15 0.961 4.120 3.598  -0.15
C16 0.606 5.125 4.479  -0.24
C17 -0.475 4.960 5.330  -0.22
C18 -1.197 3.779 5.308  -0.21
C19 -0.843 2.771 4.432  -0.18
C20 2.408 1.681 2.241  -0.41
C21 3.155 1.502 3.399  -0.13
C22 4.535 1.549 3.342  -0.24
C23 5.174 1.762 2.131  -0.21
C24 4.431 1.922 0.972  -0.22
C25 3.050 1.883 1.025  -0.20
H1 -2.465 4.046 -1.972  0.23
H2 -1.807 6.225 -2.958  0.20
H3 -0.140 7.640 -1.819  0.20
H4 0.874 6.886 0.307  0.20
H5 0.230 4.707 1.263  0.22
H6 -2.347 5.062 1.879  0.22
H7 -3.990 5.382 3.685  0.21
H8 -5.169 3.445 4.650  0.20
H9 -4.719 1.174 3.786  0.21
H10 -3.076 0.850 1.965  0.24
H11 1.814 4.245 2.944  0.22
H12 1.170 6.048 4.500  0.20
H13 -0.745 5.753 6.015  0.20
H14 -2.041 3.644 5.972  0.21
H15 -1.383 1.834 4.422  0.25
H16 2.643 1.332 4.338  0.21
H17 5.113 1.426 4.247  0.20
H18 6.253 1.817 2.090  0.20
H19 4.927 2.096 0.028  0.21
H20 2.456 2.047 0.131  0.26
Br1 -1.414 -1.796 -2.538  0.02
C26 0.366 -1.215 -3.006  -0.55
Br2 0.475 0.707 -3.082  0.04
H21 0.620 -1.625 -3.978  0.22
H22 1.030 -1.534 -2.187  0.29
O1 3.692 -2.084 0.206  -0.94
S3 2.511 -1.339 0.667  1.42
N1 1.418 -1.305 -0.348  -1.32

Cartesian forces (eV/Å) of the 2 atoms listed first:
Cd -0.28 0.16 -0.22
S -0.39 -0.49 -0.02

spin multiplicity	1
total charge	-1
LUMO level	2.5475	eV
Kohn-Sham gap	6.908	eV


Record 3
# C26H22BrN5V

C26H22BrN5V as an isolated structure (ωB97M-V/def2-TZVPD, OMol25).

Last column: natural (NBO) charge in e.
Atoms and positions in Å:
V1 1.436 0.445 0.641  1.16
C1 -5.022 -2.297 1.610  -0.62
C2 -3.787 -1.588 1.127  -0.06
C3 -3.794 -0.803 -0.020  -0.18
C4 -2.663 -0.117 -0.407  -0.26
C5 -1.449 -0.184 0.294  0.23
N1 -0.340 0.553 -0.115  -0.71
C6 -0.280 1.194 -1.359  0.11
C7 -0.577 0.567 -2.576  -0.22
C8 -0.399 1.203 -3.790  -0.18
C9 0.133 2.488 -3.866  -0.03
C10 0.393 3.168 -5.183  -0.63
C11 0.487 3.102 -2.674  -0.23
C12 0.277 2.479 -1.449  0.14
N2 0.690 3.203 -0.287  -0.17
C13 0.474 4.499 -0.018  0.00
C14 1.115 4.803 1.163  -0.34
C15 1.745 3.613 1.527  0.01
N3 1.478 2.634 0.670  -0.33
C16 -1.439 -0.984 1.454  0.07
C17 -2.606 -1.645 1.844  -0.20
N4 -0.307 -1.154 2.337  -0.14
C18 -0.216 -2.038 3.365  -0.01
C19 0.868 -1.709 4.129  -0.32
C20 1.434 -0.606 3.489  -0.04
N5 0.743 -0.287 2.400  -0.32
H1 -5.686 -2.542 0.780  0.22
H2 -5.597 -1.685 2.310  0.22
H3 -4.778 -3.230 2.120  0.21
H4 -4.697 -0.708 -0.612  0.21
H5 -2.709 0.512 -1.284  0.22
H6 -0.956 -0.447 -2.548  0.23
H7 -0.652 0.678 -4.703  0.21
H8 -0.226 2.753 -5.979  0.22
H9 1.436 3.056 -5.487  0.22
H10 0.181 4.236 -5.126  0.22
H11 0.961 4.077 -2.684  0.21
H12 -0.145 5.091 -0.672  0.23
H13 1.124 5.747 1.677  0.24
H14 2.349 3.392 2.392  0.22
H15 -2.606 -2.211 2.763  0.20
H16 -0.945 -2.816 3.487  0.23
H17 1.219 -2.210 5.013  0.24
H18 2.323 -0.046 3.729  0.21
Br1 3.740 -5.937 -0.083  0.02
C21 3.155 -4.136 0.004  -0.10
C22 1.976 -3.768 -0.617  -0.24
C23 1.558 -2.442 -0.556  -0.23
C24 2.272 -1.445 0.127  -0.49
C25 3.458 -1.888 0.723  -0.17
C26 3.916 -3.199 0.684  -0.27
H19 1.389 -4.509 -1.147  0.22
H20 0.623 -2.190 -1.053  0.19
H21 4.085 -1.182 1.268  0.17
H22 4.840 -3.490 1.167  0.22

Cartesian forces (eV/Å) of the 2 atoms listed first:
V 0.06 -0.06 -0.14
C -0.11 -0.11 0.01

spin multiplicity	2
ΔE to the lowest compared entry with this formula, charge and spin	0.0	kcal per mole
LUMO level (alpha / beta)	0.4336 / 0.4834	eV
Kohn-Sham gap (alpha / beta)	6.584 / 5.972	eV


Record 4
# C26H22Cl3CuN3O2STe

C26H22Cl3CuN3O2STe as an isolated structure at a distorted geometry (ωB97M-V/def2-TZVPD, OMol25).

Last column: natural (NBO) charge in e.
Atoms and positions in Å:
Cu1 0.196 0.052 -0.807  0.96
O1 -2.990 -1.306 1.308  -0.95
S1 -1.929 -1.670 0.404  2.32
O2 -2.128 -1.419 -1.008  -0.99
N1 -0.532 -0.968 0.748  -1.07
C1 0.026 -0.769 2.002  0.16
C2 -0.372 -1.355 3.184  -0.27
C3 0.335 -1.123 4.383  -0.17
C4 1.441 -0.327 4.417  -0.24
C5 1.863 0.326 3.234  -0.09
C6 2.976 1.196 3.190  -0.12
C7 3.291 1.846 2.035  -0.27
C8 2.495 1.624 0.893  0.07
N2 1.478 0.801 0.880  -0.52
C9 1.148 0.135 2.032  0.20
C10 -1.777 -3.433 0.525  -0.25
C11 -2.776 -4.175 -0.101  -0.21
C12 -2.718 -5.559 -0.055  -0.20
C13 -1.679 -6.191 0.620  -0.21
C14 -0.700 -5.442 1.255  -0.22
C15 -0.743 -4.055 1.208  -0.22
H1 -1.252 -1.986 3.188  0.23
H2 -0.012 -1.599 5.292  0.22
H3 1.992 -0.170 5.337  0.21
H4 3.569 1.340 4.087  0.22
H5 4.128 2.530 1.983  0.22
H6 2.709 2.141 -0.039  0.20
H7 -3.579 -3.664 -0.619  0.24
H8 -3.480 -6.146 -0.553  0.22
H9 -1.634 -7.274 0.651  0.22
H10 0.105 -5.936 1.786  0.22
H11 0.029 -3.468 1.689  0.23
Cl1 -2.079 3.799 -1.870  0.05
C16 -2.254 2.051 -1.567  -0.21
Cl2 -2.857 1.796 0.050  0.11
Cl3 -3.343 1.337 -2.761  0.09
C17 -0.905 1.440 -1.739  0.14
N3 0.129 1.245 -2.275  -0.38
C18 2.705 -4.332 -6.993  -0.63
C19 2.340 -3.799 -5.631  0.02
C20 2.657 -2.499 -5.259  -0.23
C21 2.367 -2.001 -3.993  -0.04
C22 2.755 -0.578 -3.666  -0.65
C23 1.747 -2.852 -3.065  -0.23
Te1 1.503 -2.237 -1.069  0.30
C24 1.371 -4.157 -3.432  -0.03
C25 0.655 -5.102 -2.491  -0.64
C26 1.683 -4.606 -4.709  -0.23
H12 3.094 -3.542 -7.637  0.22
H13 1.840 -4.782 -7.484  0.22
H14 3.472 -5.105 -6.909  0.22
H15 3.150 -1.849 -5.976  0.21
H16 3.096 -0.061 -4.564  0.22
H17 3.563 -0.547 -2.931  0.22
H18 1.913 -0.023 -3.247  0.25
H19 0.000 -4.578 -1.797  0.23
H20 1.373 -5.674 -1.897  0.22
H21 0.049 -5.810 -3.057  0.22
H22 1.406 -5.618 -4.991  0.21

Cartesian forces (eV/Å) of the 2 atoms listed first:
Cu 0.33 -0.52 0.83
O 0.09 0.06 0.16

spin multiplicity	2
LUMO level (alpha / beta)	0.0138 / -1.9038	eV
Kohn-Sham gap (alpha / beta)	7.648 / 5.815	eV